No. 1
The following is a quantum chemistry calculation of a cluster of 8 separate species, C32H52BBrClIN3O31PS7 in total at a distorted geometry, from the OMol25 dataset.

Geometry as XYZ:
```
130
Properties=species:S:1:pos:R:3
C 5.59 0.87 0.75
C 5.08 -0.34 0.52
C 3.85 -0.86 1.20
C 3.93 -1.79 2.30
C 5.33 -2.16 2.75
C 5.97 -3.34 1.91
C 5.09 -3.79 0.73
I 6.58 -5.03 3.08
C 2.75 -2.26 2.86
P 2.61 -3.47 4.22
O 4.09 -3.78 4.79
Br 1.67 -2.22 5.91
C 1.50 -1.80 2.36
N 0.37 -2.28 2.97
C -0.77 -1.81 2.52
C -2.01 -2.31 3.23
C -2.91 -3.24 2.35
C -4.36 -2.69 2.24
Cl -5.50 -3.62 3.26
C -0.81 -0.88 1.43
C -2.17 -0.40 0.94
B -2.62 -1.18 -0.37
O -3.90 -1.25 -0.84
O -1.65 -1.89 -1.11
N 0.23 -0.40 0.81
C 1.41 -0.89 1.31
C 2.63 -0.43 0.72
C 2.56 0.56 -0.44
N 3.04 -0.09 -1.67
H 6.23 1.31 -0.02
H 5.38 1.35 1.70
H 5.58 -1.02 -0.18
H 5.46 -2.29 3.82
H 5.95 -1.30 2.49
H 6.88 -2.96 1.44
H 4.97 -2.99 0.00
H 5.67 -4.56 0.21
H 4.13 -4.20 1.06
H 4.10 -4.58 5.34
H -1.66 -2.91 4.07
H -2.58 -1.49 3.68
H -2.43 -3.37 1.38
H -3.00 -4.21 2.84
H -4.43 -1.66 2.57
H -4.69 -2.74 1.20
H -2.91 -0.39 1.74
H -2.01 0.64 0.65
H -3.91 -2.00 -1.44
H -1.44 -2.70 -0.63
H 3.20 1.40 -0.17
H 1.55 0.96 -0.58
H 2.28 -0.60 -2.10
H 3.39 0.62 -2.29
O -4.14 0.92 -1.37
S -3.92 2.23 -0.86
O -3.52 2.47 0.48
O -5.23 3.12 -1.18
C -4.86 4.26 -1.96
C -3.65 3.82 -2.74
O -2.90 3.00 -1.83
H -4.62 5.08 -1.28
H -5.68 4.56 -2.61
H -3.05 4.66 -3.08
H -3.92 3.21 -3.60
O 4.17 2.39 10.73
S 3.75 1.05 10.53
O 4.13 0.01 11.40
O 4.11 0.64 9.02
C 2.92 0.23 8.32
C 1.80 1.01 8.99
O 2.15 1.03 10.38
H 2.79 -0.84 8.46
H 3.01 0.45 7.26
H 0.83 0.55 8.84
H 1.77 2.04 8.63
O 6.14 -2.08 -1.90
S 7.17 -1.36 -2.54
O 8.52 -1.44 -2.13
O 6.75 0.19 -2.62
C 6.72 0.62 -3.99
C 6.39 -0.63 -4.78
O 7.11 -1.67 -4.11
H 7.71 1.01 -4.24
H 5.98 1.41 -4.12
H 6.71 -0.55 -5.82
H 5.33 -0.86 -4.74
O -4.08 9.37 2.05
S -3.75 8.17 2.74
O -3.41 8.17 4.11
O -2.60 7.42 1.91
C -3.04 6.10 1.55
C -4.54 6.21 1.45
O -4.92 7.09 2.50
H -2.75 5.42 2.35
H -2.58 5.79 0.62
H -5.03 5.25 1.56
H -4.84 6.67 0.50
O -6.24 5.37 -7.04
S -5.47 4.42 -6.32
O -5.27 4.51 -4.92
O -4.04 4.29 -7.04
C -3.82 2.93 -7.44
C -5.20 2.37 -7.69
O -6.01 2.95 -6.66
H -3.31 2.41 -6.62
H -3.19 2.89 -8.33
H -5.23 1.28 -7.62
H -5.59 2.68 -8.65
O -9.58 3.01 -5.81
S -10.00 2.82 -4.47
O -11.37 2.74 -4.11
O -9.29 3.94 -3.55
C -8.53 3.31 -2.52
C -8.10 1.98 -3.11
O -9.24 1.54 -3.86
H -9.17 3.17 -1.65
H -7.68 3.93 -2.25
H -7.85 1.25 -2.34
H -7.26 2.09 -3.79
O 4.03 -6.04 -2.11
S 4.79 -7.01 -1.41
O 4.98 -6.96 -0.01
O 6.21 -7.16 -2.14
C 6.41 -8.52 -2.56
C 5.02 -9.05 -2.82
O 4.22 -8.47 -1.78
H 6.90 -9.06 -1.75
H 7.04 -8.55 -3.45
H 4.97 -10.13 -2.78
H 4.63 -8.70 -3.78
```

SMILES ... C=Cc1c(C[C@H](C)I)c(P(O)Br)c2nc(CCCCl)c(CB(O)O)nc2c1CN.O=S1(=O)OCCO1.O=S1(=O)OCCO1.O=S1(=O)OCCO1.O=S1(=O)OCCO1.O=S1(=O)OCCO1.O=S1(=O)OCCO1.O=S1(=O)OCCO1
Energy ... -278443.5522 eV
Lowest unoccupied orbital energy ... -0.44 eV
E_HOMO ... -8.24 eV


No. 2
The following is a quantum chemistry calculation of a cluster of 8 separate species, C32H52Cl14N4O8PS2 in total at a distorted geometry, from the OMol25 dataset.

Geometry as XYZ:
```
113
Properties=species:S:1:pos:R:3
O -4.58 2.87 0.09
P -4.30 1.59 0.83
C -3.64 0.20 -0.22
O -4.19 -0.98 0.41
C -4.20 0.03 -1.73
O -5.04 0.65 -2.30
O -3.39 -0.99 -2.19
C -2.00 -1.00 -1.63
C -1.92 -2.47 -1.08
C -0.46 -3.06 -1.02
C 0.29 -2.78 0.36
C -0.09 -3.93 1.38
C -0.47 -3.43 2.84
C -1.51 -2.25 2.87
C -2.04 -1.90 4.32
S -0.86 -0.86 5.31
C -0.81 0.77 4.47
N 0.28 1.35 3.97
N -0.02 2.54 3.38
C -1.36 2.65 3.53
O -1.93 1.60 4.22
C -1.15 -0.78 -2.97
O 0.08 -0.61 -2.97
O -1.79 -0.75 -4.11
C -2.11 0.20 -0.62
C -1.52 1.59 -1.03
C -0.20 1.99 -0.22
S 1.34 1.50 -1.11
C 2.38 0.63 0.08
N 3.69 0.38 0.08
N 3.91 -0.30 1.25
C 2.76 -0.44 1.90
O 1.72 0.12 1.17
H -5.49 1.07 1.45
H -3.37 1.83 1.88
H -5.08 -1.14 0.05
H -2.49 -3.10 -1.81
H -2.38 -2.61 -0.07
H 0.20 -2.80 -1.88
H -0.58 -4.19 -1.06
H 0.09 -1.74 0.72
H 1.41 -2.84 0.22
H -0.97 -4.54 1.01
H 0.76 -4.65 1.46
H 0.45 -3.23 3.46
H -0.96 -4.33 3.33
H -1.08 -1.30 2.46
H -2.37 -2.56 2.21
H -2.94 -1.24 4.16
H -2.35 -2.81 4.91
H -2.00 3.47 3.15
H -1.62 -0.18 0.33
H -1.26 1.68 -2.11
H -2.25 2.43 -0.81
H -0.25 1.60 0.82
H -0.21 3.11 -0.17
H 2.53 -0.91 2.87
Cl 0.72 -4.43 -4.11
C 2.37 -5.01 -3.79
C 2.40 -6.07 -2.72
Cl 2.00 -5.40 -1.11
H 2.98 -4.15 -3.52
H 2.75 -5.42 -4.73
H 3.41 -6.49 -2.65
H 1.71 -6.88 -2.93
Cl -2.87 1.15 9.59
C -1.72 2.49 9.31
C -1.09 2.42 7.94
Cl 0.01 1.05 7.74
H -0.96 2.45 10.09
H -2.27 3.42 9.42
H -0.50 3.32 7.76
H -1.85 2.36 7.15
Cl -2.89 4.76 5.98
C -2.02 6.17 5.34
C -2.90 7.00 4.42
Cl -3.26 6.15 2.89
H -1.13 5.82 4.82
H -1.71 6.77 6.19
H -2.38 7.93 4.15
H -3.84 7.26 4.89
Cl 1.19 3.97 -3.71
C 2.25 3.54 -5.08
C 2.37 2.05 -5.27
Cl 3.27 1.27 -3.95
H 3.22 4.00 -4.91
H 1.81 3.99 -5.97
H 2.91 1.84 -6.19
H 1.39 1.57 -5.33
Cl 6.55 1.91 -8.70
C 5.15 0.83 -8.90
C 3.99 1.52 -9.57
Cl 3.25 2.76 -8.53
H 4.87 0.44 -7.92
H 5.48 -0.01 -9.51
H 3.21 0.80 -9.80
H 4.29 2.00 -10.50
Cl 4.11 1.02 8.11
C 4.22 2.16 6.74
C 3.44 1.68 5.54
Cl 4.18 0.25 4.78
H 5.27 2.30 6.50
H 3.81 3.11 7.09
H 3.42 2.46 4.77
H 2.41 1.44 5.79
Cl -1.59 -6.81 -7.53
C -1.32 -5.07 -7.30
C -0.73 -4.42 -8.53
Cl 0.95 -4.94 -8.82
H -0.69 -4.93 -6.43
H -2.30 -4.62 -7.08
H -0.71 -3.33 -8.40
H -1.31 -4.64 -9.42
```

Total charge ... -1
Energy ... -262640.3683 eV
Lowest unoccupied orbital energy ... 1.56 eV
E_HOMO ... -4.58 eV


Q: Look up the energy of the first one.
A: -278443.5522 eV


Q: Look up the energy of the second one.
A: -262640.3683 eV


Q: The highest lowest unoccupied orbital energy belongs to which entry?
A: C32H52Cl14N4O8PS2